No. 1
The following is a DFT calculation (ωB97M-V/def2-TZVPD) of a single C4H9NO molecule in a non-equilibrium geometry.

As for the SMILES: C[C@@H](N)CC=O. As for the gap between HOMO and LUMO: 10.524 eV. The value obtained for the total energy is -7830.175 eV. For the energy relative to the best compared isomer or geometry (same formula, charge and spin), the calculation gives 49.47 kcal per mole. Its net charge is 0. Its LUMO energy is 0.900 eV.

CARTESIAN COORDINATES (ANGSTROEM)
O (-1.615, 2.777, 0.186)
N (-0.917, -0.913, 0.941)
C (-0.031, -0.523, -0.238)
C (-1.457, 1.655, -0.211)
C (1.484, -1.049, -0.211)
C (-0.063, 1.061, -0.297)
H (0.466, 1.495, 0.625)
H (0.268, 1.218, -1.346)
H (-0.783, -1.930, 1.060)
H (1.918, -1.033, -1.191)
H (-0.610, -0.864, -1.139)
H (1.758, -1.974, 0.347)
H (-2.095, 1.025, -0.701)
H (2.072, -0.314, 0.390)
H (-0.395, -0.635, 1.784)

No. 2
The following is a DFT calculation (ωB97M-V/def2-TZVPD) of a molecular structure, C3H3N3O4 in a non-equilibrium geometry.

As for the gap between HOMO and LUMO: 8.026 eV. The value obtained for the total energy is -15810.389 eV. For the energy relative to the best compared isomer or geometry (same formula, charge and spin), the calculation gives 167.08 kcal per mole. Its net charge is 0. Its LUMO energy is -2.302 eV.

CARTESIAN COORDINATES (ANGSTROEM)
O (-0.374, 2.301, -0.388)
O (-1.385, -1.729, 1.120)
O (-2.361, 1.429, -0.143)
O (-1.006, -1.984, -1.000)
N (1.853, 0.311, 0.520)
N (-1.194, 1.429, -0.297)
N (-0.877, -1.397, 0.083)
C (1.238, -0.105, -0.750)
C (-0.062, -0.285, 0.092)
C (0.748, 0.244, 1.156)
H (1.657, -1.153, -0.914)
H (0.455, 0.459, 2.141)
H (1.307, 0.478, -1.622)

> energy relative to the best compared isomer or geometry (same formula, charge and spin) of number 2 (C3H3N3O4)?

167.08 kcal per mole

> Which of these has the highest energy relative to the best compared isomer or geometry (same formula, charge and spin)?

C3H3N3O4